# 1
C19H19BrN2O2 | wB97M-V/def2-TZVPD

Its HOMO energy is -8.19 eV. The HOMO-LUMO gap is 8.8 eV. For the energy above the lowest of the compared OMol25 structures with the same formula, charge and spin, the calculation gives 1.111 eV. As for the structure (SMILES): COc1ccc(N2C(=O)[C@H]3CCCN3[C@@H]2c2cccc(Br)c2)cc1.

XYZ file:
```
43
Properties=species:S:1:pos:R:3:forces:R:3:mulliken_charge:R:1
C 2.456 1.077 5.247 0.0 -0.1 0.2 -0.837
O 2.233 1.941 4.161 0.0 0.2 -0.3 -0.468
C 1.831 1.409 2.975 0.0 0.0 -0.2 0.882
C 1.651 2.314 1.927 0.0 -0.1 0.2 -0.821
C 1.234 1.885 0.688 0.0 -0.1 0.0 -0.370
C 0.995 0.531 0.459 0.2 0.1 0.4 -0.180
N 0.565 0.090 -0.807 -0.1 -0.3 -0.1 0.468
C 0.956 0.611 -1.997 0.0 -0.2 -0.3 0.293
O 1.803 1.454 -2.177 0.1 0.3 -0.1 -0.686
C 0.170 -0.114 -3.082 0.1 0.4 -0.3 0.061
C 1.102 -0.920 -4.005 0.0 0.0 0.1 -1.003
C 1.058 -2.320 -3.398 -0.2 0.0 0.0 -0.562
C -0.389 -2.390 -2.906 0.1 -0.3 -0.2 -0.788
N -0.696 -1.064 -2.383 0.2 0.1 0.1 -0.046
C -0.513 -0.882 -0.956 -0.4 0.0 0.4 -0.447
C -1.762 -0.328 -0.298 -0.1 -0.2 0.3 0.176
C -2.176 -0.782 0.946 0.1 0.0 -0.2 -0.408
C -3.285 -0.227 1.562 -0.1 0.0 0.0 -0.748
C -3.995 0.786 0.943 0.0 0.0 0.0 -0.383
C -3.576 1.230 -0.299 0.0 0.1 -0.2 -0.316
Br -4.545 2.618 -1.169 0.1 -0.1 0.1 -0.211
C -2.468 0.690 -0.924 -0.1 0.0 0.1 -0.163
C 1.184 -0.372 1.495 0.0 0.2 -0.3 -0.344
C 1.594 0.058 2.745 0.1 0.1 0.4 -0.536
H 2.775 1.714 6.070 0.0 -0.1 0.0 0.243
H 1.541 0.547 5.535 0.0 0.0 0.0 0.327
H 3.244 0.349 5.028 0.0 0.0 0.0 0.336
H 1.842 3.358 2.115 0.0 0.1 0.0 0.422
H 1.105 2.592 -0.115 0.0 0.1 -0.1 0.460
H -0.417 0.614 -3.651 0.2 0.1 0.1 0.376
H 2.099 -0.484 -4.023 0.0 0.1 -0.1 0.379
H 0.705 -0.936 -5.020 0.0 0.0 0.0 0.374
H 1.296 -3.101 -4.116 0.1 -0.1 0.0 0.444
H 1.748 -2.393 -2.555 0.0 0.0 0.0 0.245
H -0.562 -3.158 -2.151 -0.1 0.0 0.0 0.375
H -1.063 -2.576 -3.748 0.1 -0.2 0.0 0.425
H -0.247 -1.831 -0.467 0.0 0.1 -0.1 0.520
H -1.632 -1.574 1.439 0.1 -0.1 0.0 0.351
H -3.601 -0.584 2.530 0.0 0.0 0.1 0.395
H -4.861 1.224 1.415 -0.1 0.0 0.0 0.416
H -2.156 1.045 -1.893 0.0 0.1 -0.1 0.478
H 1.026 -1.428 1.336 0.0 -0.1 0.0 0.479
H 1.731 -0.673 3.526 0.0 0.0 0.1 0.394
```
Positions in Å, forces in eV/Å.

# 2
C2H4InO4S | wB97M-V/def2-TZVPD

Its HOMO energy is -14.67 eV. The HOMO-LUMO gap is 7.3 eV. As for the charge: +1.

XYZ file:
```
12
Properties=species:S:1:pos:R:3:forces:R:3:mulliken_charge:R:1
In -0.282 1.536 -0.760 1.3 1.9 -1.9 1.204
S 1.110 0.259 1.133 3.7 -3.3 1.6 0.718
O 2.211 -0.642 0.694 -3.0 2.3 0.6 -0.439
O 1.250 1.655 0.431 0.7 0.9 -0.3 -0.375
O -0.256 -0.206 0.256 -2.1 -0.7 0.9 -0.462
O -2.122 1.367 -0.671 -2.2 3.4 -3.8 -0.496
C -2.009 0.014 0.829 -0.5 -3.6 5.0 -0.280
C -2.879 1.168 0.475 0.8 -2.1 -0.7 -0.157
H -2.179 -1.059 0.691 -0.4 0.7 -1.4 0.359
H -1.985 -0.026 1.927 1.6 0.2 0.1 0.352
H -2.948 1.940 1.253 0.1 0.0 -0.6 0.273
H -3.844 0.796 0.092 0.0 0.3 0.7 0.304
```
Positions in Å, forces in eV/Å.

# 3
C36H90O24P6 | wB97M-V/def2-TZVPD

Its HOMO energy is -10.44 eV. The HOMO-LUMO gap is 10.8 eV. For the energy above the lowest of the compared OMol25 structures with the same formula, charge and spin, the calculation gives 0.647 eV. As for the structure (SMILES): CCOP(=O)(OCC)OCC.CCOP(=O)(OCC)OCC.CCOP(=O)(OCC)OCC.CCOP(=O)(OCC)OCC.CCOP(=O)(OCC)OCC.CCOP(=O)(OCC)OCC.

XYZ file:
```
156
Properties=species:S:1:pos:R:3:forces:R:3:mulliken_charge:R:1
C -1.725 -1.596 2.399 0.3 0.8 0.5 -0.512
C -2.278 -0.489 1.499 0.5 -1.3 -0.7 0.723
O -1.489 0.692 1.575 -0.1 0.3 0.5 -0.466
P -0.383 0.991 0.467 -1.2 0.1 0.2 1.041
O -0.976 1.121 -0.866 0.2 -0.3 -0.4 -0.832
O 0.708 -0.110 0.677 0.3 -0.2 0.0 0.051
C 0.858 -1.211 -0.218 -0.5 -1.0 -0.8 0.052
C 1.954 -0.948 -1.222 0.2 0.4 0.5 -0.791
O 0.324 2.248 1.056 0.2 0.3 0.3 -0.293
C -0.458 3.427 1.382 0.0 0.0 -0.4 -0.114
C 0.466 4.434 2.035 -0.1 -0.3 0.0 -1.366
H -0.639 -1.586 2.280 0.0 -0.2 -0.2 -0.226
H -1.871 -1.398 3.462 -0.3 -0.1 0.0 -0.028
H -2.107 -2.571 2.106 -0.1 0.0 0.1 0.535
H -2.180 -0.925 0.498 -0.3 0.4 -0.2 -0.871
H -3.328 -0.250 1.651 0.1 0.2 0.2 0.600
H 1.004 -2.102 0.396 0.5 0.2 0.1 0.480
H -0.060 -1.457 -0.769 -0.2 0.6 0.2 -0.188
H 2.060 -1.767 -1.931 0.1 0.0 0.0 0.233
H 1.727 -0.028 -1.764 -0.1 -0.1 -0.1 -0.154
H 2.880 -0.768 -0.673 0.2 -0.2 -0.2 0.384
H -0.880 3.822 0.455 0.0 0.0 0.0 0.361
H -1.299 3.119 2.002 0.2 0.0 0.3 0.337
H -0.130 5.115 2.641 0.1 0.2 -0.1 0.368
H 1.179 3.921 2.681 -0.1 0.0 0.1 0.288
H 1.039 4.980 1.289 -0.1 0.1 0.0 0.329
C 4.399 -0.889 -8.353 0.0 -0.3 -0.2 -1.288
C 4.602 -0.238 -7.009 0.6 0.5 0.2 0.404
O 4.012 -0.926 -5.891 -0.4 0.0 -0.4 0.108
P 4.337 -2.411 -5.518 -0.3 0.2 0.4 0.057
O 5.497 -3.011 -6.172 0.3 -0.1 -0.1 -0.828
O 4.371 -2.260 -3.940 -0.6 -0.7 -0.6 -0.075
C 4.494 -3.490 -3.223 2.3 0.2 2.1 -0.104
C 5.911 -3.479 -2.607 -0.2 -0.1 0.2 -1.309
O 2.999 -3.254 -5.703 -0.3 0.0 0.0 0.144
C 2.756 -3.923 -6.947 0.7 -0.3 -0.8 0.128
C 3.406 -5.293 -7.008 0.5 -0.2 0.8 -1.299
H 4.924 -1.841 -8.440 -0.1 -0.1 0.2 0.347
H 3.334 -1.032 -8.545 0.0 0.0 -0.1 0.267
H 4.821 -0.263 -9.141 -0.1 0.2 0.1 0.457
H 5.663 -0.101 -6.790 0.0 -0.1 -0.1 0.296
H 4.154 0.754 -6.981 -0.1 -0.1 0.1 -0.210
H 3.842 -3.466 -2.351 -0.7 -0.1 -0.5 0.308
H 4.466 -4.440 -3.751 -0.8 0.4 -0.7 0.280
H 6.129 -4.437 -2.127 0.0 -0.1 -0.3 0.381
H 6.633 -3.259 -3.391 0.1 -0.1 0.1 0.334
H 6.013 -2.747 -1.803 -0.1 0.3 -0.2 0.290
H 1.684 -4.012 -7.104 -0.1 0.3 0.3 0.218
H 3.183 -3.338 -7.765 -0.2 0.2 0.0 0.058
H 3.486 -5.658 -8.031 -0.3 -0.1 0.0 0.421
H 4.427 -5.247 -6.624 0.0 0.3 -0.2 0.317
H 2.912 -6.012 -6.350 -0.3 0.0 -0.3 0.289
C -0.602 -5.496 -5.917 -1.0 -0.7 -0.1 -1.187
C -1.604 -4.390 -5.705 0.2 0.9 -1.0 -0.157
O -1.793 -4.122 -4.304 -0.3 -0.3 0.1 -0.373
P -2.887 -3.000 -4.034 0.2 -0.1 0.1 0.974
O -4.205 -3.265 -4.601 0.0 0.3 -0.3 -0.781
O -2.846 -2.880 -2.460 0.2 -0.1 0.2 -0.238
C -3.943 -2.145 -1.842 -0.1 -0.7 -0.3 0.462
C -5.035 -3.122 -1.461 0.7 -0.7 0.0 -1.354
O -2.179 -1.682 -4.571 -0.4 0.1 0.1 -0.461
C -1.016 -1.198 -3.873 0.2 0.9 0.6 0.494
C -0.116 -0.538 -4.875 0.1 -0.1 -1.6 -1.324
H -0.996 -6.518 -5.920 -0.4 0.2 0.5 0.397
H -0.269 -5.415 -6.953 0.8 0.3 0.3 0.378
H 0.095 -5.411 -5.086 0.7 0.0 -0.6 0.259
H -1.175 -3.492 -6.174 0.2 0.1 0.4 0.124
H -2.552 -4.462 -6.244 -0.2 -0.6 0.4 0.393
H -3.513 -1.707 -0.949 0.0 0.4 -0.1 -0.315
H -4.299 -1.409 -2.562 0.0 0.3 0.3 0.406
H -5.765 -2.661 -0.800 -0.2 0.0 -0.1 0.404
H -5.456 -3.604 -2.342 -0.4 0.5 -0.1 0.335
H -4.549 -3.959 -0.947 -0.1 0.2 0.3 0.307
H -1.323 -0.446 -3.137 -0.2 -0.2 0.0 0.045
H -0.534 -1.994 -3.304 0.1 -0.2 -0.3 0.423
H 0.846 -0.157 -4.537 -0.1 -0.2 0.4 0.324
H 0.076 -1.226 -5.710 0.3 -0.2 0.3 0.178
H -0.617 0.280 -5.403 -0.2 0.1 0.5 0.328
C 3.205 3.612 -8.334 -0.1 0.3 -0.2 -0.895
C 2.176 4.229 -7.408 0.4 0.0 -0.1 -0.205
O 2.863 4.933 -6.348 -0.1 0.0 -0.3 -0.388
P 3.037 4.191 -4.970 -0.3 0.1 -0.2 0.779
O 3.372 2.782 -5.067 0.1 -1.0 -0.1 -0.413
O 4.123 5.054 -4.273 0.5 0.5 0.5 -0.414
C 3.824 6.348 -3.707 -0.4 0.1 -0.1 -0.296
C 3.900 6.282 -2.202 0.9 0.9 -0.2 -0.828
O 1.684 4.514 -4.215 -0.2 -0.2 0.2 -0.327
C 0.919 3.471 -3.562 0.0 0.5 0.7 -0.199
C 1.310 3.306 -2.111 0.8 0.3 0.3 -0.489
H 3.783 2.847 -7.822 0.1 0.1 0.1 0.025
H 2.739 3.152 -9.207 -0.1 0.1 0.0 0.396
H 3.852 4.421 -8.676 0.2 -0.2 -0.1 0.317
H 1.611 5.013 -7.906 -0.3 -0.2 -0.1 0.340
H 1.524 3.446 -7.016 -0.2 0.2 0.2 0.212
H 4.534 7.058 -4.126 0.2 -0.1 0.0 0.414
H 2.827 6.658 -4.023 0.0 0.0 0.0 0.256
H 3.901 7.301 -1.802 -0.6 0.0 -0.1 0.406
H 3.088 5.692 -1.793 0.2 -0.2 0.2 0.024
H 4.909 5.973 -1.916 -0.3 -0.7 0.1 0.270
H -0.101 3.849 -3.589 -0.1 -0.4 -0.4 0.312
H 1.061 2.526 -4.080 -0.2 0.1 -0.2 0.214
H 2.363 3.013 -2.024 -0.1 -0.4 -0.1 0.312
H 1.267 4.240 -1.540 -0.3 0.1 -0.2 0.218
H 0.661 2.589 -1.609 0.1 -0.1 -0.2 -0.036
C -1.267 0.981 4.948 0.5 -1.1 0.2 -0.183
C -0.699 2.299 5.371 -1.7 1.7 0.0 -0.417
O 0.353 2.311 6.331 0.3 -0.3 -0.3 -0.407
P 1.479 1.231 6.537 -0.4 0.8 0.8 0.465
O 2.668 1.760 7.197 0.3 -0.2 -0.2 -0.837
O 1.649 0.617 5.102 0.1 -0.2 -0.5 0.152
C 2.776 -0.219 4.772 -0.2 -0.3 -0.2 -0.238
C 2.499 -0.883 3.432 0.1 1.2 -0.5 -0.841
O 0.718 0.135 7.403 -0.1 -0.1 -0.2 0.044
C 1.423 -0.793 8.225 -0.1 -0.4 0.8 -0.471
C 0.814 -2.182 8.080 0.1 0.0 0.5 -1.094
H -2.220 1.064 4.431 0.1 0.4 -0.2 0.544
H -0.512 0.496 4.331 -0.4 -0.2 -0.3 -0.069
H -1.461 0.301 5.784 0.1 0.2 0.2 0.115
H -0.481 2.934 4.503 0.9 -0.5 -0.1 -0.146
H -1.485 2.930 5.804 0.0 -0.4 0.5 0.368
H 3.633 0.445 4.691 0.2 -0.2 0.2 0.240
H 2.921 -0.975 5.546 0.1 0.2 0.1 0.323
H 3.202 -1.683 3.215 -0.1 -0.1 0.2 0.471
H 1.463 -1.191 3.297 0.0 -0.3 0.4 0.016
H 2.650 -0.106 2.674 0.0 -0.2 -0.1 0.225
H 2.499 -0.790 8.045 -0.1 0.1 -0.4 0.499
H 1.304 -0.489 9.269 0.1 0.3 -0.1 0.309
H 1.582 -2.931 8.281 0.0 -0.1 -0.4 0.342
H 0.061 -2.360 8.849 -0.2 0.2 -0.2 0.340
H 0.343 -2.301 7.107 0.2 -0.2 -0.1 0.242
C -8.570 1.856 9.117 -0.2 0.1 0.8 -1.170
C -7.926 0.747 8.340 0.3 -0.1 -0.5 -0.148
O -7.128 1.353 7.279 0.0 -0.1 0.3 -0.405
P -5.590 1.044 7.186 0.1 0.0 0.1 1.092
O -4.861 1.867 6.231 0.1 0.1 -0.5 -0.766
O -5.108 1.220 8.675 -0.4 0.0 0.7 -0.268
C -3.778 1.573 9.014 1.2 0.5 -0.2 -0.208
C -2.901 0.412 9.481 0.2 -0.5 0.2 -0.749
O -5.514 -0.534 6.995 0.2 0.2 -0.2 -0.360
C -5.156 -1.219 5.787 -0.2 -0.6 -0.6 -0.252
C -5.337 -0.501 4.462 0.1 0.5 0.0 -0.947
H -9.331 1.487 9.810 0.0 -0.2 -0.2 0.379
H -7.801 2.289 9.760 0.0 0.3 -0.2 0.258
H -9.026 2.637 8.516 0.1 -0.1 -0.2 0.296
H -7.284 0.175 9.010 0.0 -0.1 -0.1 0.259
H -8.576 0.037 7.832 -0.3 0.2 0.1 0.365
H -3.301 2.092 8.177 -0.2 -0.3 -0.3 0.170
H -3.767 2.352 9.778 -0.7 -0.2 0.2 0.330
H -2.002 0.325 8.869 0.1 0.1 0.1 -0.022
H -2.612 0.547 10.524 0.2 0.1 -0.1 0.375
H -3.357 -0.580 9.463 -0.4 0.2 -0.3 0.356
H -4.118 -1.554 5.849 0.0 0.1 0.3 0.246
H -5.778 -2.115 5.771 0.0 0.0 0.2 0.310
H -4.665 0.353 4.407 0.0 0.0 -0.1 0.143
H -5.106 -1.197 3.653 0.1 -0.1 0.1 0.366
H -6.349 -0.132 4.286 -0.1 -0.1 0.2 0.380
```
Positions in Å, forces in eV/Å.

# 4
C3H4F2I2 | wB97M-V/def2-TZVPD

Its HOMO energy (spin up / spin down) is -7.78 / -9.01 eV. The HOMO-LUMO gap (spin up / spin down) is 6.6 / 8.9 eV. For the energy above the lowest of the compared OMol25 structures with the same formula, charge and spin, the calculation gives 2.092 eV.

XYZ file:
```
11
Properties=species:S:1:pos:R:3:forces:R:3:mulliken_charge:R:1
C -1.512 0.420 0.144 0.8 -0.4 0.2 -0.627
C -1.104 -0.584 -0.895 0.1 0.5 1.2 -0.625
C 1.899 0.129 0.353 0.0 3.2 -0.7 0.222
F 1.439 0.635 1.513 0.6 -0.9 -0.5 -0.157
F 2.241 -1.086 0.410 0.4 -1.7 0.8 -0.093
I -0.684 -2.492 -0.326 0.0 -0.3 -0.2 0.060
I 3.479 1.422 -0.554 -0.8 -0.6 0.5 -0.003
H -1.939 -0.135 1.008 -0.7 0.6 -0.7 0.306
H -2.191 1.122 -0.450 0.9 -0.4 1.7 0.257
H -0.594 0.843 0.706 -1.5 0.2 -1.4 0.174
H -1.032 -0.273 -1.909 0.2 -0.2 -0.7 0.485
```
Positions in Å, forces in eV/Å.

no.,total energy (Ha)
1,-3569.439606
2,-967.407913
3,-5280.190712
4,-911.665903